Entry 1:
C29H31AsFN7O8P2S4Ta | ωB97M-V with the def2-TZVPD basis set

XYZ file:
```
84
Properties=species:S:1:pos:R:3:forces:R:3
Ta -0.571587 0.091819 0.607923 0.149 -0.194 -0.517
N -2.461799 1.886067 -2.627696 0.011 0.004 0.062
C -2.764827 2.686633 -1.366966 0.034 -0.032 0.014
C -3.631850 3.883727 -1.706217 0.003 -0.007 -0.030
P -3.555690 1.453523 -0.239824 0.050 0.139 -0.418
O -4.615102 0.764277 -1.202086 0.047 -0.093 0.066
O -4.065449 2.100338 0.965893 0.019 0.028 0.017
O -2.382281 0.464358 -0.257056 -0.214 -0.042 0.812
P -1.039039 3.175116 -0.865719 -0.071 -0.107 -0.346
O -1.173755 4.094659 0.427239 -0.046 -0.015 0.028
O -0.503080 3.881008 -2.051763 0.012 0.001 0.055
O -0.334054 1.895768 -0.421344 0.205 0.274 0.382
H -3.332633 1.628438 -3.094200 -0.010 -0.001 -0.015
H -1.999658 1.008068 -2.344283 0.008 -0.036 -0.010
H -1.830905 2.427932 -3.227509 -0.018 0.008 -0.036
H -4.571178 3.563093 -2.163767 0.000 -0.010 0.007
H -3.120776 4.580782 -2.373281 0.005 -0.006 0.010
H -3.885882 4.391158 -0.776276 0.003 0.008 -0.002
H -4.455242 -0.237861 -1.185552 0.001 0.046 -0.049
H -1.158594 5.029315 0.191175 0.020 0.027 -0.010
C -1.963638 -1.824323 6.161179 0.103 -0.082 0.063
O -0.954566 -2.602188 6.795809 -0.071 -0.014 -0.002
C 0.325825 -2.190298 6.649219 0.017 0.022 -0.001
C 0.692844 -0.958311 6.111460 -0.030 -0.018 -0.006
C 2.033798 -0.652145 5.938406 0.165 -0.043 -0.029
C 3.018829 -1.563614 6.305250 -0.021 -0.110 -0.069
C 2.644935 -2.744771 6.939113 -0.075 0.007 0.020
C 1.312609 -3.070035 7.091611 0.018 0.011 0.027
N 4.438681 -1.401777 6.119803 0.019 0.197 0.111
N 4.937115 -1.028605 5.047034 -0.031 -0.147 -0.032
C 4.103261 -0.810499 3.894996 -0.045 0.113 0.087
C 4.097932 0.439013 3.347234 -0.044 0.017 -0.046
C 3.167177 0.783083 2.344449 0.050 -0.007 0.017
C 2.270127 -0.146831 1.890309 -0.111 0.099 0.069
O 1.294199 0.189680 1.043548 0.057 0.025 -0.051
C 2.338375 -1.495070 2.363770 0.002 0.008 0.004
N 1.439931 -2.370533 1.865146 0.039 0.016 -0.041
C 1.455077 -3.600431 2.301531 -0.021 0.004 0.006
C 2.391336 -4.060932 3.256728 0.007 0.003 -0.019
C 3.295583 -3.184792 3.780322 0.006 -0.028 -0.028
C 3.281733 -1.836825 3.352120 -0.059 -0.008 0.072
H -2.889564 -2.379175 6.281965 -0.016 -0.008 -0.003
H -1.751724 -1.701303 5.096142 0.084 -0.112 0.154
H -2.063585 -0.844298 6.634336 0.002 0.013 -0.053
H -0.055200 -0.240719 5.802817 0.005 0.003 -0.008
H 2.295646 0.299368 5.499125 0.055 0.018 -0.066
H 3.420445 -3.423627 7.271366 0.002 -0.008 0.002
H 1.009216 -4.006939 7.539544 0.001 -0.001 -0.003
H 4.758674 1.193517 3.756228 -0.001 -0.003 0.000
H 3.112933 1.796237 1.967361 -0.010 -0.001 0.006
H 0.694871 -4.261775 1.893356 0.010 -0.004 -0.022
H 2.372929 -5.096722 3.568855 -0.004 0.002 -0.002
H 4.016494 -3.505394 4.521924 -0.006 -0.005 -0.032
S -3.924741 -2.310455 -1.145327 0.042 0.030 -0.029
As -2.098221 -2.778868 -0.148637 -0.133 -0.032 0.052
S -1.834487 -1.636098 1.756062 -0.148 -0.179 0.112
S -0.362348 -1.678448 -1.053885 0.004 0.022 -0.110
S -1.661191 -4.804791 0.070136 0.030 0.054 0.023
F -5.339109 2.892351 5.349350 0.006 -0.002 0.005
C -4.237534 2.423116 4.705373 -0.007 0.005 0.014
C -3.393396 3.317962 4.086332 0.017 0.004 -0.010
C -2.276744 2.826762 3.428623 -0.009 0.021 0.000
C -1.992497 1.462207 3.376596 0.008 0.004 -0.026
C -0.774012 0.979390 2.659402 0.076 -0.075 0.030
C -2.868387 0.597829 4.033552 -0.021 -0.001 -0.062
C -3.993488 1.067407 4.695634 -0.002 -0.004 0.002
H -3.617582 4.376236 4.112556 -0.001 -0.004 -0.003
H -1.614722 3.519557 2.923977 -0.006 -0.002 -0.006
H -0.207160 0.273389 3.279580 -0.027 -0.002 0.029
H -0.098317 1.832887 2.492013 -0.004 0.006 0.030
H -2.683856 -0.466944 4.006816 -0.094 0.150 -0.122
H -4.680379 0.392824 5.189824 -0.009 -0.001 -0.004
N 3.321375 -1.167795 -5.102352 0.007 0.006 0.017
C 3.329710 -0.506547 -3.886764 0.003 -0.021 -0.010
C 2.261504 -0.644143 -2.982910 0.034 -0.028 0.010
N 2.240152 0.004055 -1.840375 -0.049 0.075 -0.073
C 3.270994 0.809980 -1.570806 -0.010 0.008 0.013
C 4.314928 0.944489 -2.461587 0.005 -0.011 0.002
N 4.356588 0.287018 -3.623384 0.002 0.008 0.002
H 2.793058 -2.024430 -5.131235 -0.003 0.001 -0.001
H 4.230390 -1.229664 -5.532757 -0.004 0.001 -0.002
H 1.427144 -1.306881 -3.194328 0.002 0.013 -0.008
H 3.250785 1.340917 -0.627314 -0.013 0.001 -0.019
H 5.154227 1.594205 -2.241412 -0.001 -0.001 -0.002
```
Forces are in eV/Å.

Summary:
Highest occupied orbital energy, eV: -4.998
ΔE to the lowest compared entry with this formula, charge and spin, kJ/mol: 70.1
Charge: -1
LUMO, hartree: 0.0675
E_tot, Ha: -6777.50384
HOMO-LUMO gap, eV: 6.83
Strongest force on any atom, eV/Å: 0.84

Partial charges, Mulliken, in e:
1. Ta 1.298
2. N -0.145
3. C 0.830
4. C -1.880
5. P 0.438
6. O -0.571
7. O -0.767
8. O 0.327
9. P 0.644
10. O -0.415
11. O -0.873
12. O -0.489
13. H 0.418
14. H 0.087
15. H 0.404
16. H 0.443
17. H 0.450
18. H 0.377
19. H -0.011
20. H 0.313
21. C -0.462
22. O -0.469
23. C 0.711
24. C -0.188
25. C -0.289
26. C -0.346
27. C -0.132
28. C -0.742
29. N -0.403
30. N -0.649
31. C -0.083
32. C -0.782
33. C -0.496
34. C -0.787
35. O 0.748
36. C 0.990
37. N -0.083
38. C -0.227
39. C -0.869
40. C -0.778
41. C 0.959
42. H 0.293
43. H 0.102
44. H 0.385
45. H 0.408
46. H 0.502
47. H 0.420
48. H 0.421
49. H 0.379
50. H 0.551
51. H 0.280
52. H 0.404
53. H 0.568
54. S -0.585
55. As 0.333
56. S -0.416
57. S -0.398
58. S -0.509
59. F -0.384
60. C 0.509
61. C -0.944
62. C 0.218
63. C 0.606
64. C -2.152
65. C 0.210
66. C -1.089
67. H 0.409
68. H 0.268
69. H 0.230
70. H 0.750
71. H 0.363
72. H 0.446
73. N -0.508
74. C 0.429
75. C -0.203
76. N 0.099
77. C -0.293
78. C -0.472
79. N -0.625
80. H 0.244
81. H 0.270
82. H 0.226
83. H 0.395
84. H 0.355

---

Entry 2:
C4H7NO2 | ωB97M-V with the def2-TZVPD basis set

XYZ file:
```
14
Properties=species:S:1:pos:R:3:forces:R:3
N 1.554874 0.850375 0.583989 -0.110 0.158 -0.167
C 0.584909 0.172216 1.270272 0.024 0.032 0.063
O 0.190473 0.510650 2.370826 0.124 -0.121 -0.317
C 0.058568 -1.061982 0.550275 -0.042 -0.072 0.071
C -0.740511 -0.754233 -0.698118 -0.098 -0.170 0.097
C -1.124329 0.594983 -1.107381 -0.187 0.200 0.052
O -0.036143 -0.082898 -1.740009 0.034 0.016 -0.130
H 1.795172 1.762568 0.948130 0.004 -0.158 -0.038
H 1.604528 0.720211 -0.422795 0.028 -0.028 0.313
H -0.564032 -1.610473 1.259450 0.050 0.072 -0.067
H 0.897853 -1.705474 0.256119 -0.117 0.070 0.092
H -1.375632 -1.573749 -1.047473 0.230 0.159 0.050
H -0.836726 1.450147 -0.494868 -0.104 -0.169 -0.101
H -2.008998 0.727665 -1.728421 0.165 0.012 0.081
```
Forces are in eV/Å.

Summary:
Highest occupied orbital energy, eV: -9.845
Structure (SMILES): NC(=O)C[C@H]1CO1
ΔE to the lowest compared entry with this formula, charge and spin, kJ/mol: 126.2
LUMO, hartree: 0.0355
E_tot, Ha: -361.83279
HOMO-LUMO gap, eV: 10.81
Strongest force on any atom, eV/Å: 0.36

Partial charges, natural (NBO), in e:
1. N -0.836
2. C 0.675
3. O -0.604
4. C -0.536
5. C 0.067
6. C -0.116
7. O -0.512
8. H 0.398
9. H 0.408
10. H 0.245
11. H 0.235
12. H 0.193
13. H 0.191
14. H 0.191

---

Entry 3:
C21H50Al2N7O12P | ωB97M-V with the def2-TZVPD basis set

XYZ file:
```
93
Properties=species:S:1:pos:R:3:forces:R:3
Al 0.859934 -1.414343 -3.447991 -0.861 0.797 0.881
Al -3.058418 1.227155 -2.744222 2.421 -0.352 0.640
O -1.422435 -0.145170 -4.841721 0.282 0.051 1.381
H -1.129483 0.161933 -5.721717 -0.415 0.248 0.101
P -0.717279 -0.214105 -0.966173 0.055 0.727 0.753
O 0.534546 -1.052026 -0.536905 -2.071 0.873 -0.192
O -0.130836 0.741683 -2.057726 0.239 -0.435 -0.673
O -1.682042 0.579648 -0.079794 1.472 -1.485 -0.534
O -1.548732 -1.043820 -1.999329 -0.209 -0.175 -0.732
C -1.180281 4.419006 -4.010619 1.450 1.647 0.554
O -1.783594 3.387534 -4.223518 -0.867 -1.445 0.041
N 0.152957 4.525665 -3.814599 -0.864 2.349 0.042
C 0.785670 5.814230 -3.490169 -0.298 0.979 -0.209
C 1.025232 3.475419 -3.681248 1.592 -3.104 -0.064
H -1.582752 5.442559 -3.960120 -0.758 -0.347 -0.205
H 0.301899 6.663340 -3.972959 -0.156 -0.250 -0.344
H 1.840724 5.846218 -3.762076 -0.194 -0.368 -0.375
H 0.785959 6.113582 -2.442080 -0.231 -0.686 0.342
H 1.130264 3.201767 -2.631403 0.377 -0.006 0.259
H 0.723956 2.548954 -4.170109 -0.617 0.151 -0.070
H 1.993265 3.687116 -4.135340 0.077 0.272 0.298
C 1.424200 -3.046174 2.403911 -0.795 1.744 1.889
O 2.118720 -4.014274 2.380428 0.699 -1.060 -0.634
N 0.362794 -2.884264 3.283176 -0.180 -0.813 -0.301
C -0.533142 -1.709306 3.217432 -0.012 -0.663 0.809
C 0.098300 -3.969227 4.304164 -0.537 1.240 -0.278
H 1.657933 -2.068497 1.954781 -0.098 -0.188 -0.715
H -0.510966 -1.172973 4.166096 0.011 -0.041 0.129
H -1.554359 -2.057448 3.062472 -0.203 -0.087 0.172
H -0.376877 -0.948710 2.452472 0.795 -0.501 -0.253
H -0.929308 -4.325423 4.231744 -0.119 -0.031 -0.335
H 0.765100 -4.830852 4.271238 0.182 0.502 -0.508
H 0.148783 -3.521143 5.296527 0.235 0.118 0.032
C -2.709728 -4.197510 -1.421877 0.516 -2.446 -2.265
O -2.938021 -5.078829 -2.287668 0.342 2.289 2.447
N -2.383560 -4.450842 -0.123751 -0.312 -1.105 1.031
C -2.085809 -3.391528 0.794694 0.989 0.354 0.281
C -2.362804 -5.846821 0.420515 0.347 0.160 -0.162
H -2.554037 -3.146927 -1.712102 -0.503 0.235 0.156
H -2.428955 -2.391988 0.527732 -0.483 -0.197 -0.372
H -1.008263 -3.246957 0.872751 0.743 -0.049 -0.214
H -2.326667 -3.594009 1.838285 -0.516 -0.401 -0.254
H -2.306473 -6.567049 -0.395690 -0.622 0.248 -0.006
H -1.499598 -6.094171 1.038406 0.699 0.880 -0.228
H -3.139091 -6.046386 1.159207 -0.729 0.174 -0.605
C 1.916829 0.863819 1.791799 1.783 0.889 2.803
O 2.016704 0.831769 3.049176 -0.741 -0.218 -3.055
N 2.832226 1.572128 1.035722 -1.250 -0.869 -0.069
C 2.800722 1.515462 -0.467486 0.592 -0.229 1.459
C 3.933717 2.275424 1.704368 0.681 0.314 -0.578
H 1.129400 0.312780 1.254666 0.235 0.240 -0.186
H 3.676270 0.974523 -0.826498 0.224 0.113 0.015
H 2.836836 2.524551 -0.878026 -0.244 0.008 -0.034
H 1.957187 0.920838 -0.818168 -0.083 0.432 0.261
H 3.795566 3.356360 1.728692 -0.241 0.126 -0.365
H 4.195350 2.049022 2.737995 -0.833 -0.789 -0.109
H 4.839389 2.068780 1.134139 0.066 0.133 -0.147
C -0.904656 3.614941 -0.471291 0.050 -0.536 0.574
O -1.884662 3.494346 -1.216847 -0.352 -0.143 -0.468
N -0.429549 4.775170 -0.020057 -2.102 -0.103 -0.344
C -1.160327 6.002737 -0.296976 0.184 0.431 0.554
C 0.872483 4.955745 0.532564 0.076 0.646 -0.081
H -0.406884 2.726226 -0.053422 0.186 0.066 -0.313
H -0.637242 6.516787 -1.103349 -0.656 0.220 -0.259
H -1.094016 6.650618 0.577068 0.305 -0.025 0.104
H -2.236000 5.860770 -0.401280 0.301 -0.315 -0.703
H 1.479129 5.293681 -0.307607 0.910 -0.630 0.125
H 0.844636 5.854290 1.148957 -0.022 -0.385 0.556
H 1.164325 4.063739 1.086871 0.508 0.185 -0.227
C 3.847794 -1.763991 -0.478561 -1.560 0.955 -0.182
O 3.489608 -1.695288 -1.644499 -0.247 -0.371 -1.648
N 5.053394 -1.952828 -0.015074 1.858 -1.129 1.073
C 5.222903 -1.728090 1.439209 0.096 0.808 -0.106
C 6.239826 -2.217529 -0.877102 -0.114 0.693 -0.677
H 3.088873 -1.514086 0.278934 0.204 -0.274 0.292
H 4.426023 -1.073973 1.793058 -0.172 0.027 -0.181
H 6.122180 -1.127367 1.575353 0.213 -0.367 0.124
H 5.185358 -2.580588 2.117398 0.371 -0.393 -0.575
H 5.970589 -2.254602 -1.932675 -0.586 0.279 0.167
H 6.941756 -1.388565 -0.786490 -0.051 0.086 0.208
H 6.832423 -3.127501 -0.782869 -0.576 -0.262 1.064
C -4.599796 -0.700129 0.483666 0.475 0.043 0.605
O -4.788295 -0.248452 -0.647014 0.284 0.409 -0.754
N -5.381647 -1.577828 1.085019 -1.192 -2.492 0.384
C -4.963311 -2.321331 2.277538 1.221 1.571 0.482
C -6.496368 -2.212650 0.412377 -0.437 0.453 -0.547
H -3.761746 -0.438421 1.148035 0.207 0.461 -0.444
H -4.230072 -3.100126 2.067955 -0.263 0.025 -0.186
H -5.738273 -2.750864 2.912395 -0.426 0.345 -0.586
H -4.487766 -1.522085 2.846008 0.376 -0.474 0.682
H -6.807320 -1.479898 -0.332272 -0.539 -0.519 -0.096
H -6.258351 -3.177892 -0.034551 0.527 0.125 -0.359
H -7.271941 -2.485459 1.128027 -0.117 0.634 0.035
```
Forces are in eV/Å.

Summary:
Highest occupied orbital energy, eV: -13.482
Charge: +2
LUMO, hartree: -0.4070
E_tot, Ha: -2941.66979
HOMO-LUMO gap, eV: 2.41
Strongest force on any atom, eV/Å: 3.49

Partial charges, Mulliken, in e:
1. Al 0.955
2. Al 1.243
3. O -0.420
4. H 0.240
5. P 0.943
6. O -0.461
7. O 0.081
8. O -0.835
9. O -0.430
10. C 0.182
11. O -0.537
12. N 0.232
13. C -0.796
14. C -1.072
15. H 0.332
16. H 0.418
17. H 0.332
18. H 0.085
19. H 0.354
20. H 0.252
21. H 0.383
22. C 0.325
23. O -0.574
24. N 0.178
25. C -0.571
26. C -0.984
27. H 0.308
28. H 0.380
29. H 0.291
30. H -0.145
31. H 0.296
32. H 0.316
33. H 0.369
34. C 0.270
35. O -0.562
36. N 0.259
37. C -0.892
38. C -1.006
39. H 0.284
40. H -0.183
41. H 0.418
42. H 0.422
43. H 0.372
44. H 0.359
45. H 0.352
46. C 0.277
47. O -0.702
48. N 0.562
49. C -1.242
50. C -1.109
51. H 0.107
52. H 0.406
53. H 0.424
54. H 0.156
55. H 0.274
56. H 0.362
57. H 0.376
58. C 0.363
59. O -0.656
60. N 0.123
61. C -0.986
62. C -0.854
63. H 0.151
64. H 0.308
65. H 0.431
66. H 0.276
67. H 0.286
68. H 0.319
69. H 0.297
70. C 0.181
71. O -0.651
72. N 0.149
73. C -0.703
74. C -0.934
75. H 0.310
76. H 0.113
77. H 0.338
78. H 0.261
79. H 0.292
80. H 0.350
81. H 0.341
82. C 0.285
83. O -0.583
84. N 0.061
85. C -0.829
86. C -0.971
87. H 0.330
88. H 0.205
89. H 0.396
90. H 0.359
91. H 0.332
92. H 0.323
93. H 0.330

---

Entry 4:
C6H13ClNOP | ωB97M-V with the def2-TZVPD basis set

XYZ file:
```
23
Properties=species:S:1:pos:R:3:forces:R:3
C -0.787457 -1.429887 -0.090508 -1.737 0.274 -2.539
C 0.148109 -1.444228 0.802615 3.082 0.801 -1.037
C -3.691835 -0.317792 -0.521576 -2.192 -0.423 -1.579
C 2.418918 2.296712 -0.679173 -0.348 -1.419 -1.644
C 2.481926 1.230666 1.625257 0.983 -2.057 -0.910
C -3.065987 -1.693906 -0.776345 1.035 1.881 -0.866
N 2.295226 1.125145 0.133665 -0.269 0.905 2.906
O -2.065220 -1.978442 0.136181 1.745 -0.486 1.372
P 2.285400 -0.319290 -0.547048 -2.822 -2.366 -0.402
Cl 3.834008 -1.381687 0.236030 0.420 -0.243 0.512
H -0.576556 -1.046126 -1.153485 -0.831 -0.323 1.516
H 0.103624 -2.103536 1.637054 0.215 0.042 0.990
H -4.419593 -0.454905 0.319797 0.772 0.564 -0.516
H -3.000294 0.522999 -0.361512 -0.215 -0.486 -0.068
H -4.354263 -0.136124 -1.481625 1.195 0.089 1.855
H 2.023934 2.036702 -1.693963 1.450 -0.023 0.256
H 1.724815 3.043341 -0.508110 -1.459 1.636 1.517
H 3.408223 2.670624 -0.555907 0.854 0.552 -0.770
H 3.567484 0.982792 1.833396 -1.126 0.644 0.070
H 2.174350 2.169508 2.053407 -0.101 0.358 -0.162
H 1.895690 0.372429 2.036032 0.276 0.853 -0.051
H -2.540288 -1.737860 -1.739049 -0.787 0.022 -0.428
H -3.860212 -2.407141 -0.705138 -0.141 -0.794 -0.021
```
Forces are in eV/Å.

Summary:
Highest occupied orbital energy (spin up / spin down), eV: -7.917 / -7.912
ΔE to the lowest compared entry with this formula, charge and spin, kJ/mol: 399.4
LUMO (spin up / spin down), hartree: -0.0067 / -0.0067
E_tot, Ha: -1167.80634
HOMO-LUMO gap (spin up / spin down), eV: 7.73 / 7.73
Strongest force on any atom, eV/Å: 3.70

Partial charges, natural (NBO), in e:
1. C 0.012
2. C -0.412
3. C -0.636
4. C -0.405
5. C -0.434
6. C -0.053
7. N -0.813
8. O -0.538
9. P 0.992
10. Cl -0.321
11. H 0.167
12. H 0.190
13. H 0.211
14. H 0.219
15. H 0.201
16. H 0.221
17. H 0.201
18. H 0.196
19. H 0.205
20. H 0.214
21. H 0.237
22. H 0.157
23. H 0.187

---

Number 2 is which compound?
C4H7NO2